(1)
Below is a 9-piece molecular cluster, C36H62N2O24 overall at a distorted geometry, with properties calculated with the ωB97M-V functional and the def2-TZVPD basis.

Computed properties:
SMILES string = CC1(C)CCCC(C)(C)N1O.COCCNCCOC.O=C1OCCO1.O=C1OCCO1.O=C1OCCO1.O=C1OCCO1.O=C1OCCO1.O=C1OCCO1.O=C1OCCO1
Frontier orbital gap = 7.75 eV
Maximum force = 0.1202 Eh/bohr
E_LUMO = -0.11 eV
ΔE to the lowest compared entry with this formula, charge and spin = 144.4 kcal/mol
Highest occupied orbital energy = -7.8549 eV

Last column: Löwdin charge in e.
Positions of all 124 atoms, in Å:
C1 5.181 12.137 4.886  -0.044
C2 5.959 10.842 4.763  -0.513
C3 6.192 10.552 3.215  -0.015
C4 7.434 11.058 5.408  -0.114
C5 8.091 9.674 5.614  -0.136
C6 7.153 8.979 6.718  -0.140
C7 5.776 8.684 6.125  -0.459
C8 5.838 7.351 5.249  -0.021
C9 4.840 8.383 7.343  -0.051
N1 5.177 9.846 5.421  -0.188
O1 4.010 9.595 4.812  0.021
H1 5.112 12.270 5.966  0.088
H2 5.889 12.814 4.410  0.084
H3 4.258 12.092 4.308  0.084
H4 5.262 10.594 2.647  0.075
H5 6.971 11.259 2.931  0.075
H6 6.535 9.518 3.205  0.060
H7 8.151 11.552 4.752  0.102
H8 7.270 11.764 6.222  0.112
H9 8.221 8.897 4.861  0.109
H10 9.054 9.911 6.067  0.099
H11 7.008 9.511 7.658  0.107
H12 7.697 8.107 7.081  0.109
H13 6.135 7.470 4.207  0.068
H14 4.828 6.947 5.325  0.068
H15 6.444 6.572 5.711  0.074
H16 5.136 7.409 7.733  0.084
H17 3.767 8.255 7.199  0.070
H18 4.756 9.183 8.079  0.081
H19 3.449 9.829 5.555  0.113
C10 0.701 2.648 0.435  -0.093
O2 0.051 1.363 0.359  -0.199
C11 -0.853 1.049 1.433  -0.194
C12 -2.066 0.274 0.864  -0.250
N2 -1.771 -1.070 0.650  -0.077
C13 -1.365 -1.311 -0.759  -0.179
C14 -2.129 -2.644 -1.370  -0.157
O3 -2.207 -2.590 -2.787  -0.202
C15 -1.000 -2.368 -3.484  -0.126
H20 1.753 2.384 0.545  0.081
H21 0.490 3.359 1.234  0.083
H22 0.532 3.161 -0.511  0.081
H23 -1.226 1.891 2.016  0.111
H24 -0.265 0.490 2.161  0.119
H25 -2.552 0.716 -0.006  0.127
H26 -2.796 0.256 1.673  0.105
H27 -0.933 -1.261 1.180  0.098
H28 -0.276 -1.277 -0.738  0.104
H29 -1.491 -0.482 -1.455  0.099
H30 -3.123 -2.771 -0.941  0.115
H31 -1.348 -3.322 -1.025  0.100
H32 -0.136 -2.942 -3.149  0.086
H33 -0.839 -1.296 -3.590  0.085
H34 -1.118 -2.750 -4.498  0.083
O4 4.081 -7.013 -10.815  0.108
C16 4.331 -5.835 -10.482  -0.500
O5 5.072 -5.575 -9.367  0.042
C17 5.180 -4.204 -9.107  -0.161
C18 4.859 -3.590 -10.439  -0.073
O6 4.003 -4.657 -11.061  0.061
H35 4.332 -4.051 -8.439  0.128
H36 6.020 -3.762 -8.570  0.138
H37 5.773 -3.386 -10.997  0.127
H38 4.327 -2.640 -10.385  0.129
O7 4.864 -2.989 2.314  0.111
C19 4.690 -3.192 1.108  -0.559
O8 5.387 -2.584 0.107  0.041
C20 5.054 -3.207 -1.167  -0.070
C21 4.246 -4.426 -0.663  -0.134
O9 3.919 -4.144 0.655  0.086
H39 4.470 -2.511 -1.770  0.130
H40 6.029 -3.566 -1.498  0.130
H41 4.760 -5.372 -0.832  0.136
H42 3.294 -4.388 -1.192  0.128
O10 -7.134 -10.553 -3.749  0.150
C22 -6.168 -10.496 -3.033  -0.627
O11 -5.032 -10.995 -3.329  0.095
C23 -3.962 -10.428 -2.517  -0.047
C24 -4.817 -9.845 -1.387  -0.170
O12 -6.033 -9.645 -2.000  0.076
H43 -3.461 -11.290 -2.076  0.131
H44 -3.310 -9.697 -2.995  0.136
H45 -4.366 -8.934 -0.993  0.127
H46 -4.874 -10.353 -0.425  0.130
O13 -12.769 -4.626 0.051  0.136
C25 -11.630 -4.214 -0.143  -0.485
O14 -10.755 -3.854 0.891  0.033
C26 -9.627 -3.179 0.389  -0.102
C27 -9.815 -3.588 -1.152  -0.194
O15 -11.045 -4.021 -1.313  0.103
H47 -9.835 -2.111 0.443  0.120
H48 -8.606 -3.409 0.694  0.128
H49 -9.108 -4.373 -1.419  0.131
H50 -9.514 -2.685 -1.683  0.128
O16 0.626 -8.751 2.249  0.156
C28 0.818 -8.253 3.320  -0.652
O17 -0.072 -7.864 4.116  0.156
C29 0.553 -7.189 5.156  -0.122
C30 2.061 -7.541 5.037  -0.135
O18 2.055 -8.208 3.831  0.085
H51 0.348 -6.122 5.242  0.130
H52 0.449 -7.398 6.221  0.125
H53 2.349 -8.103 5.926  0.125
H54 2.737 -6.687 4.995  0.133
O19 -3.362 10.040 5.712  0.139
C31 -4.156 9.374 5.078  -0.578
O20 -3.909 8.224 4.561  0.084
C32 -5.168 7.511 4.232  -0.060
C33 -6.235 8.598 4.283  -0.128
O21 -5.533 9.542 5.087  0.029
H55 -5.092 7.346 3.158  0.124
H56 -5.352 6.594 4.793  0.134
H57 -7.076 8.140 4.804  0.126
H58 -6.617 9.077 3.381  0.131
O22 -4.424 -9.241 -12.156  0.138
C34 -5.129 -8.297 -11.832  -0.599
O23 -5.418 -8.034 -10.585  0.110
C35 -5.985 -6.732 -10.645  -0.142
C36 -6.700 -6.622 -11.942  -0.126
O24 -5.777 -7.434 -12.587  0.068
H59 -6.727 -6.622 -9.855  0.134
H60 -5.281 -5.915 -10.486  0.141
H61 -6.757 -5.583 -12.265  0.136
H62 -7.682 -7.022 -12.196  0.140

=====

(2)
Below is C31H52N6O3S4SbScSi3 as an isolated structure, with properties calculated with the ωB97M-V functional and the def2-TZVPD basis.

Computed properties:
Frontier orbital gap = 7.58 eV
Maximum force = 0.0088 Eh/bohr
E_LUMO = 0.18 eV
ΔE to the lowest compared entry with this formula, charge and spin = 41.2 kcal/mol
Highest occupied orbital energy = -7.3936 eV

Last column: Löwdin charge in e.
Positions of all 101 atoms, in Å:
Sc1 0.454 -1.529 1.052  0.649
N1 2.110 -2.235 -0.435  0.021
C1 1.342 -2.770 -1.572  -0.328
C2 2.209 -3.172 -2.759  -0.121
C3 1.546 -4.087 -3.798  -0.157
C4 0.639 -5.176 -3.216  -0.146
N2 -0.696 -4.621 -2.963  0.094
C5 -1.357 -4.664 -1.809  -0.464
N3 -1.152 -5.616 -0.899  0.195
N4 -2.308 -3.741 -1.591  0.218
C6 0.167 -1.852 -1.858  -0.580
O1 -0.394 -1.872 -2.950  0.034
O2 -0.225 -1.170 -0.837  -0.136
H1 2.755 -1.515 -0.752  0.107
H2 2.652 -3.013 -0.043  0.043
H3 0.896 -3.684 -1.161  0.065
H4 3.065 -3.709 -2.338  0.121
H5 2.602 -2.280 -3.256  0.124
H6 2.333 -4.577 -4.374  0.116
H7 0.967 -3.493 -4.508  0.111
H8 1.061 -5.558 -2.283  0.093
H9 0.555 -6.010 -3.913  0.123
H10 -0.889 -3.785 -3.503  0.129
H11 -0.342 -6.210 -0.998  0.075
H12 -1.303 -5.332 0.067  0.037
H13 -2.198 -2.842 -2.050  0.098
H14 -2.732 -3.722 -0.678  0.097
C7 1.108 3.418 1.865  -0.280
Sb1 0.855 1.679 0.630  1.496
C8 -0.039 0.385 2.170  -0.509
C9 1.133 0.121 3.015  -0.531
C10 2.322 -0.443 2.503  -0.169
C11 3.335 -0.878 3.357  -0.063
C12 3.177 -0.713 4.712  -0.071
C13 2.010 -0.085 5.145  -0.121
N5 1.035 0.317 4.355  0.092
Si1 -1.581 0.713 3.219  0.442
C14 -3.163 0.611 2.220  -0.186
C15 -1.872 -0.622 4.512  -0.194
C16 -1.539 2.359 4.130  -0.171
C17 -0.279 2.530 -1.092  -0.539
C18 -1.328 1.572 -1.602  -0.428
C19 -1.495 1.267 -2.957  -0.058
C20 -2.534 0.450 -3.357  -0.062
C21 -3.403 -0.051 -2.401  -0.073
C22 -3.169 0.299 -1.082  -0.136
N6 -2.171 1.081 -0.690  0.101
Si2 -1.262 4.130 -0.745  0.461
C23 -2.364 4.482 -2.224  -0.156
C24 -2.387 3.977 0.743  -0.164
C25 -0.159 5.635 -0.509  -0.174
Si3 1.172 2.806 -2.304  0.412
C26 1.865 1.153 -2.892  -0.167
C27 2.605 3.713 -1.490  -0.193
C28 0.744 3.859 -3.807  -0.173
H15 1.437 3.055 2.838  0.012
H16 0.187 3.980 1.990  -0.014
H17 1.878 4.058 1.438  -0.002
H18 2.518 -0.414 1.436  0.032
H19 4.233 -1.325 2.950  0.117
H20 3.919 -1.047 5.422  0.111
H21 1.865 0.106 6.204  0.119
H22 -3.240 -0.389 1.782  0.023
H23 -3.248 1.342 1.423  -0.011
H24 -4.001 0.731 2.913  0.040
H25 -2.020 -1.600 4.046  -0.004
H26 -2.804 -0.364 5.025  0.035
H27 -1.085 -0.704 5.257  0.010
H28 -1.391 3.226 3.487  -0.004
H29 -0.741 2.348 4.872  0.024
H30 -2.491 2.499 4.652  0.034
H31 -0.823 1.664 -3.702  0.081
H32 -2.659 0.208 -4.404  0.113
H33 -4.243 -0.680 -2.665  0.100
H34 -3.827 -0.055 -0.294  0.095
H35 -3.126 3.709 -2.337  0.035
H36 -1.810 4.550 -3.162  0.018
H37 -2.877 5.435 -2.068  0.039
H38 -3.338 3.531 0.448  0.036
H39 -2.592 4.965 1.163  0.044
H40 -1.973 3.352 1.531  -0.014
H41 0.430 5.875 -1.395  0.019
H42 0.521 5.543 0.338  0.012
H43 -0.813 6.489 -0.312  0.039
H44 2.424 0.691 -2.074  0.009
H45 2.560 1.318 -3.719  0.039
H46 1.100 0.450 -3.224  0.018
H47 3.101 3.126 -0.716  0.009
H48 2.316 4.673 -1.063  0.016
H49 3.347 3.913 -2.269  0.039
H50 -0.058 3.469 -4.433  0.024
H51 1.642 3.931 -4.426  0.037
H52 0.469 4.875 -3.516  0.023
O3 2.504 -3.763 5.742  -0.055
C29 2.041 -3.823 4.635  -1.019
S1 0.481 -3.150 4.169  0.979
C30 0.502 -3.667 2.471  -1.140
C31 1.584 -4.409 2.061  -1.182
S2 1.892 -5.275 0.608  0.523
S3 2.858 -4.587 3.261  0.957
S4 -1.026 -3.387 1.615  0.581

=====

(3)
Below is C4H5NO in the gas phase at a distorted geometry, with properties calculated with the ωB97M-V functional and the def2-TZVPD basis.

Computed properties:
SMILES string = N#CC[C@H]1CO1
Frontier orbital gap = 11.66 eV
Maximum force = 0.0228 Eh/bohr
E_LUMO = 0.85 eV
ΔE to the lowest compared entry with this formula, charge and spin = 37.7 kcal/mol
Highest occupied orbital energy = -10.8081 eV

Last column: Löwdin charge in e.
Positions of all 11 atoms, in Å:
N1 2.524 0.744 -0.777  0.146
C1 1.716 0.005 -0.404  -0.223
C2 0.693 -0.926 0.082  -0.112
C3 -0.613 -0.255 0.505  -0.299
C4 -1.066 1.025 -0.042  -0.106
O1 -1.624 -0.205 -0.483  -0.032
H1 1.118 -1.485 0.921  0.123
H2 0.470 -1.647 -0.712  0.132
H3 -0.968 -0.549 1.493  0.143
H4 -1.730 1.655 0.550  0.115
H5 -0.444 1.544 -0.770  0.114

=====

(4)
Below is C27H45MgOSi4Te as an isolated structure at a distorted geometry, with properties calculated with the ωB97M-V functional and the def2-TZVPD basis.

Computed properties:
Frontier orbital gap (spin up / spin down) = 2.06 / 2.21 eV
Charge = -1
Maximum force = 0.0387 Eh/bohr
E_LUMO (spin up / spin down) = 0.72 / 0.74 eV
Highest occupied orbital energy (spin up / spin down) = -1.3385 / -1.4721 eV

Last column: Löwdin charge in e.
Positions of all 79 atoms, in Å:
C1 -0.878 1.661 -1.370  -0.306
C2 -0.242 2.445 -0.353  -0.315
C3 1.045 2.806 -0.838  -0.135
H1 -0.736 2.868 0.487  0.015
C4 1.107 2.427 -2.212  -0.199
C5 -0.044 1.628 -2.507  -0.196
H2 -0.312 1.197 -3.478  0.098
H3 -1.879 1.280 -1.281  0.015
H4 1.764 3.415 -0.281  0.105
H5 1.769 2.866 -2.985  0.103
C6 2.921 -1.263 0.393  -0.140
C7 1.742 -1.463 1.130  -0.282
C8 0.761 -2.088 0.276  -0.333
H6 1.578 -1.296 2.186  0.050
C9 1.359 -2.235 -1.034  -0.185
C10 2.733 -1.830 -0.915  -0.178
H7 3.517 -2.070 -1.640  0.113
H8 3.790 -0.785 0.784  0.095
H9 -0.096 -2.619 0.660  0.000
H10 0.893 -2.748 -1.883  0.095
Mg1 1.681 0.163 -1.555  0.797
O1 3.484 0.860 -1.400  -0.343
C11 4.180 1.911 -1.977  -0.410
C12 4.225 1.789 -3.455  -0.109
H11 3.641 2.847 -1.759  0.075
H12 5.215 1.985 -1.607  0.105
H13 3.358 2.145 -4.011  0.063
H14 5.105 2.581 -5.817  0.096
C13 5.698 1.758 -5.400  -0.077
C14 5.296 1.225 -4.131  -0.283
C15 6.056 0.134 -3.579  -0.056
H15 5.715 -0.293 -2.628  0.100
C16 7.159 -0.358 -4.259  -0.139
H16 7.718 -1.196 -3.838  0.086
C17 7.570 0.223 -5.470  -0.162
H17 8.459 -0.151 -5.980  0.070
C18 6.839 1.286 -6.029  -0.146
H18 7.163 1.747 -6.964  0.083
C19 -0.588 1.387 4.094  -0.259
Si1 -2.218 1.380 3.140  0.251
C20 -3.679 1.014 4.339  -0.276
C21 -2.577 3.057 2.339  -0.189
Si2 -2.864 -0.595 1.953  0.210
Te1 -0.670 0.109 1.064  1.167
Si3 -1.999 -2.644 2.653  0.349
C22 -3.501 -2.870 3.780  -0.262
C23 -1.983 -4.011 1.347  -0.191
C24 -0.410 -2.604 3.662  -0.188
Si4 -4.168 -0.368 0.045  0.347
C25 -5.654 -0.836 1.128  -0.275
C26 -4.390 1.366 -0.653  -0.188
C27 -3.799 -1.639 -1.281  -0.199
H19 -0.651 2.195 4.840  0.028
H20 0.281 1.592 3.452  0.006
H21 -0.404 0.447 4.632  0.016
H22 -3.722 1.852 5.050  0.014
H23 -4.657 0.965 3.837  0.013
H24 -3.552 0.091 4.921  0.007
H25 -1.824 3.385 1.619  -0.001
H26 -3.553 3.074 1.833  0.022
H27 -2.588 3.819 3.133  0.038
H28 -4.452 -2.870 3.230  0.015
H29 -3.357 -3.861 4.229  0.021
H30 -3.563 -2.127 4.586  0.016
H31 -1.150 -4.012 0.635  0.020
H32 -1.946 -4.955 1.910  0.036
H33 -2.912 -4.001 0.764  0.019
H34 0.497 -2.499 3.062  -0.001
H35 -0.398 -1.823 4.436  0.027
H36 -0.334 -3.583 4.158  0.037
H37 -5.818 -0.135 1.960  0.020
H38 -6.515 -0.778 0.452  0.018
H39 -5.594 -1.854 1.537  0.015
H40 -3.563 1.735 -1.267  0.010
H41 -5.265 1.313 -1.317  0.035
H42 -4.580 2.110 0.131  0.022
H43 -2.898 -1.378 -1.855  0.035
H44 -3.674 -2.658 -0.888  0.015
H45 -4.660 -1.638 -1.968  0.030

=====

Copy entry 3 word for word.
Below is C4H5NO in the gas phase at a distorted geometry, with properties calculated with the ωB97M-V functional and the def2-TZVPD basis.

Computed properties:
SMILES string = N#CC[C@H]1CO1
Frontier orbital gap = 11.66 eV
Maximum force = 0.0228 Eh/bohr
E_LUMO = 0.85 eV
ΔE to the lowest compared entry with this formula, charge and spin = 37.7 kcal/mol
Highest occupied orbital energy = -10.8081 eV

Last column: Löwdin charge in e.
Positions of all 11 atoms, in Å:
N1 2.524 0.744 -0.777  0.146
C1 1.716 0.005 -0.404  -0.223
C2 0.693 -0.926 0.082  -0.112
C3 -0.613 -0.255 0.505  -0.299
C4 -1.066 1.025 -0.042  -0.106
O1 -1.624 -0.205 -0.483  -0.032
H1 1.118 -1.485 0.921  0.123
H2 0.470 -1.647 -0.712  0.132
H3 -0.968 -0.549 1.493  0.143
H4 -1.730 1.655 0.550  0.115
H5 -0.444 1.544 -0.770  0.114